(1)
{
  "formula": "C9H21Cl9O8P2",
  "method": "the ωB97M-V functional and the def2-TZVPD basis",
  "elements": ["C", "O", "P", "O", "O", "C", "O", "C", "H", "H", "H", "H", "H", "H", "H", "H", "H", "C", "O", "P", "O", "O", "C", "O", "C", "H", "H", "H", "H", "H", "H", "H", "H", "H", "Cl", "C", "Cl", "Cl", "H", "Cl", "C", "Cl", "Cl", "H", "Cl", "C", "Cl", "Cl", "H"],
  "positions_angstrom": [[26.6979, -21.5452, -12.5523], [26.5224, -22.9569, -12.4344], [27.6782, -23.9781, -11.9043], [27.3469, -25.4279, -11.8915], [29.0783, -23.6941, -12.7623], [30.3330, -24.2806, -12.3527], [27.9456, -23.4251, -10.4329], [28.3581, -24.2835, -9.3326], [27.4803, -21.2990, -13.2702], [27.0651, -21.0823, -11.6363], [25.7347, -21.1211, -12.8358], [30.9573, -23.4291, -12.0818], [30.7326, -24.8276, -13.2066], [30.2725, -24.8284, -11.4123], [28.3178, -25.3491, -9.5580], [27.6816, -24.1724, -8.4851], [29.3489, -23.9899, -8.9858], [28.0227, -18.1300, -11.0277], [28.6430, -17.4666, -12.0957], [28.0354, -17.6007, -13.5927], [27.8714, -18.9834, -14.0765], [28.9374, -16.6031, -14.5295], [29.0297, -15.1933, -14.3453], [26.6875, -16.8298, -13.3466], [25.7751, -16.6289, -14.3840], [27.5624, -17.4011, -10.3606], [28.6986, -18.7027, -10.3927], [27.2150, -18.7494, -11.4176], [30.0607, -14.9422, -14.0960], [28.4021, -14.8013, -13.5450], [28.8440, -14.6180, -15.2524], [24.8845, -17.0864, -13.9533], [26.0138, -17.1248, -15.3249], [25.4393, -15.6086, -14.5693], [23.6812, -15.8664, -17.0820], [24.9447, -15.6095, -18.3541], [24.9202, -17.0058, -19.5037], [26.5390, -15.2988, -17.5892], [24.6790, -14.7886, -19.0201], [24.1848, -20.0579, -15.0566], [24.4196, -19.5680, -16.7316], [23.6119, -20.7610, -17.7827], [26.1734, -19.4492, -17.0551], [24.0386, -18.5564, -16.8710], [29.3599, -16.9960, -18.9504], [29.7225, -18.1364, -17.5957], [30.9498, -17.5606, -16.4699], [30.2236, -19.6335, -18.3375], [28.7443, -18.2912, -17.1402]],
  "forces_ev_per_a": [[0.8084, 0.4851, -0.0759], [1.7486, -1.6629, 0.3728], [0.5503, -1.0299, -0.5626], [-0.0719, 1.6750, -0.2823], [-2.2443, 0.1996, 0.8848], [-0.3809, 1.1025, 0.4038], [0.3485, -0.1669, 0.5781], [-0.2630, 0.0049, 0.1244], [-0.3518, -0.1214, -0.3952], [-0.3494, -0.2586, 0.4057], [0.2202, -0.1170, -0.0251], [0.3423, -0.0111, -0.4067], [-0.0124, -0.1471, 0.3833], [-0.2967, -0.6145, -0.3697], [0.1486, 0.1557, -0.5481], [-0.2068, 0.4453, -0.2152], [0.0360, 0.0193, -0.2902], [-1.2434, -0.1677, 0.6954], [0.8810, 0.4953, -1.8654], [1.1289, 0.3890, 0.6710], [0.4822, 1.1231, -0.1742], [-1.2557, -1.4581, 0.9483], [0.6338, 0.6840, 0.5159], [0.8772, 0.9209, 0.3663], [-2.3454, -0.7210, -0.1116], [-0.0411, 0.2320, -0.1076], [0.3287, -0.1229, -0.5646], [0.0847, -0.3260, 0.2684], [0.0727, -0.2333, 0.1958], [-0.1857, -0.2735, -0.0272], [-0.4263, -0.5466, -0.2727], [-0.4197, -0.2590, -0.6451], [0.2644, 0.0164, 0.1293], [0.9390, 0.3593, 0.1863], [0.6498, 0.3013, -0.7098], [-0.1178, -0.5910, -0.2115], [0.3232, 0.4726, 0.7890], [-0.9163, -0.2825, -0.6180], [0.0163, 0.1550, 0.7165], [-0.1333, 0.1751, 0.1314], [0.4397, -0.2392, 0.0188], [0.3273, 0.6590, 0.0887], [-0.3701, -0.2001, -0.1610], [-0.2635, -0.4312, -0.1264], [0.3269, 0.1319, 0.5465], [-0.4268, 0.2747, -0.7223], [-0.2759, 0.0091, -0.4612], [0.1413, -0.5805, 0.0555], [0.4784, 0.0761, 0.4738]],
  "total_charge": 0,
  "total_energy_ev": -157336.4130,
  "smiles": "COP(=O)(OC)OC.COP(=O)(OC)OC.ClC(Cl)Cl.ClC(Cl)Cl.ClC(Cl)Cl",
  "fmax_ev_per_a": 2.456,
  "e_above_lowest_kcal_mol": 19.4,
  "homo_lumo_gap_ev": 10.150,
  "molar_mass_g_mol": 638.284
}

(2)
{
  "formula": "C9H21ClN3O3Zr",
  "method": "the ωB97M-V functional and the def2-TZVPD basis",
  "elements": ["Zr", "Cl", "C", "C", "O", "N", "C", "H", "H", "H", "H", "H", "H", "H", "C", "C", "O", "N", "C", "H", "H", "H", "H", "H", "H", "H", "C", "C", "O", "N", "C", "H", "H", "H", "H", "H", "H", "H"],
  "positions_angstrom": [[-0.5611, -2.8491, 0.0562], [-0.9833, -0.4373, 0.8626], [-3.4577, 0.5052, -1.8260], [-3.3667, 1.0201, -3.2839], [-3.6015, 2.1845, -3.5979], [-2.9922, 0.0346, -4.1907], [-2.8032, 0.2913, -5.6009], [-3.8935, -0.4907, -1.7458], [-4.0514, 1.0658, -1.1039], [-2.4855, 0.3334, -1.3641], [-3.2067, -0.9248, -3.9592], [-3.6942, 0.1410, -6.2106], [-2.1122, -0.4492, -6.0038], [-2.3199, 1.2422, -5.8251], [1.9186, 3.2907, -0.0816], [1.2305, 3.4051, 1.3136], [1.5495, 4.3129, 2.0788], [0.3319, 2.5148, 1.6710], [-0.4246, 2.4039, 2.9233], [2.4470, 2.3512, 0.0803], [2.6615, 4.0729, -0.2379], [1.1616, 3.2472, -0.8647], [-0.0074, 1.8065, 1.0361], [0.2260, 1.7643, 3.5198], [-1.3610, 1.8614, 2.7933], [-0.5505, 3.3834, 3.3846], [2.7294, -1.1322, 1.7557], [2.2579, -2.5786, 1.7067], [1.4318, -2.9690, 0.8622], [2.6682, -3.4334, 2.6097], [2.4446, -4.8893, 2.6909], [1.8339, -0.5109, 1.7731], [3.2012, -1.0097, 0.7808], [3.2638, -0.8196, 2.6528], [3.3507, -3.0434, 3.2439], [3.1739, -5.3934, 3.3251], [2.5322, -5.2292, 1.6589], [1.4581, -5.0727, 3.1167]],
  "forces_ev_per_a": [[2.3583, 3.7389, 2.3091], [0.3771, -3.7975, -1.1816], [-0.0458, -0.6689, 0.2711], [-0.7257, 0.8814, -0.2735], [0.7315, -1.9239, 0.5898], [-0.0516, 0.5654, 0.7149], [0.4597, -0.4679, -0.9387], [-0.3470, -0.3112, -0.5674], [0.0918, 0.6200, -0.5704], [0.3928, 0.5418, -0.2912], [0.0210, 0.2771, 0.1323], [-0.2917, 0.4807, 0.2343], [0.1770, -0.1694, 0.2112], [-0.4545, 0.1309, 0.4200], [-0.7625, -0.6793, 1.6650], [2.1006, 3.6792, -0.2202], [-0.1871, -0.7734, -0.3274], [-2.8257, -2.7755, -0.4791], [1.5397, 0.1253, 0.1778], [0.2066, -0.2919, -0.8731], [-0.4225, 0.0405, 0.1812], [0.2775, -0.1476, -0.1458], [0.6163, 0.5974, -0.5468], [-0.3294, 0.2095, 0.8767], [-0.0673, 0.3912, -0.3067], [-0.0859, -0.2138, 0.0003], [-1.1956, -0.8483, -0.4248], [2.3073, 1.0037, 3.9341], [-5.2216, -1.0283, -3.9419], [0.9499, 0.4833, 0.2522], [-0.4545, 0.4080, -0.6253], [-0.1730, 0.0682, -0.2821], [0.4966, 0.5655, 0.2570], [0.5335, -0.4765, -0.3642], [0.0642, -0.0350, 0.2094], [0.1233, 0.4329, -0.1419], [-0.1528, -0.5183, 0.2276], [-0.0304, -0.1139, -0.1621]],
  "s_squared": 0.7540,
  "total_charge": 2,
  "total_energy_ev": -34070.2917,
  "spin_multiplicity": 2,
  "fmax_ev_per_a": 6.623,
  "e_above_lowest_kcal_mol": 0.0,
  "homo_lumo_gap_ev": [2.366, 2.593],
  "molar_mass_g_mol": 345.962
}

(3)
{
  "formula": "C9H21F3N3O6PS2",
  "method": "the ωB97M-V functional and the def2-TZVPD basis",
  "elements": ["C", "C", "O", "P", "O", "C", "C", "N", "S", "C", "N", "N", "C", "O", "C", "C", "H", "H", "H", "H", "H", "H", "H", "H", "H", "H", "H", "H", "H", "H", "H", "H", "H", "H", "H", "H", "H", "C", "F", "F", "F", "S", "O", "O", "O"],
  "positions_angstrom": [[-0.8999, 3.7948, 1.7508], [-0.4608, 2.6848, 0.7394], [0.1063, 1.5298, 1.4142], [-0.9927, 0.3545, 1.6440], [-2.2277, 1.0065, 2.1467], [-1.4791, -0.5677, 0.1202], [-0.3206, -1.0012, -0.8509], [1.0397, -0.5245, -0.4687], [2.0000, -0.6794, -1.9181], [1.6944, -1.3547, 0.4703], [1.7366, -2.7047, 0.3519], [2.2336, -0.7193, 1.5237], [3.0982, 0.4298, 1.1600], [-0.5305, -0.7259, 2.8034], [-1.6464, -1.5190, 3.2646], [-1.2940, -3.0400, 3.3362], [-0.5976, 3.5742, 2.7900], [-0.5024, 4.7905, 1.4752], [-2.0042, 3.8793, 1.6881], [0.3657, 3.1155, 0.1368], [-1.3133, 2.4217, 0.0878], [-1.9581, -1.5085, 0.4763], [-2.2818, -0.0347, -0.4265], [-0.3461, -2.0979, -1.0526], [-0.5417, -0.5348, -1.8404], [2.7825, 0.4393, -2.0417], [2.5974, -3.2020, 0.1734], [0.8531, -3.1947, 0.4495], [2.7021, -1.3918, 2.1305], [2.6403, 1.1218, 0.4406], [3.2907, 1.0213, 2.0806], [4.0935, 0.0697, 0.8270], [-1.9747, -1.1320, 4.2495], [-2.5311, -1.4397, 2.6003], [-0.5263, -3.3420, 2.5993], [-2.2044, -3.6429, 3.1363], [-0.9913, -3.2931, 4.3729], [0.1148, 1.3941, -5.7045], [0.4020, 0.8118, -6.8812], [1.2952, 1.5643, -5.0609], [-0.3463, 2.6244, -5.9877], [-1.0882, 0.4056, -4.7089], [-0.4355, -0.8763, -4.4909], [-2.2742, 0.3249, -5.5262], [-1.2774, 1.1683, -3.4802]],
  "forces_ev_per_a": [[-0.6507, -0.1339, -0.3906], [0.3174, 1.7519, 0.1522], [-0.0461, -2.1170, 0.1421], [-2.9276, 1.7000, 1.3939], [0.2337, -0.3681, -0.4110], [1.2502, -1.1327, -0.0582], [-1.3476, 0.3793, -0.8297], [-0.1766, -0.3814, -0.2309], [0.8023, -0.3524, -0.6379], [-0.1893, 1.1984, 0.2554], [-0.8714, -0.1566, 0.7868], [1.5508, -1.2285, -2.5664], [0.5850, 1.5316, 1.4924], [0.8016, 0.5595, -1.6779], [-0.9244, -1.1121, 0.0627], [-0.3088, 0.3830, 0.6090], [-0.1771, -0.0489, -0.5822], [0.0172, -0.6042, 0.0213], [0.6393, -0.0940, 0.4263], [-0.4863, -0.6713, 0.1196], [0.5945, -0.0848, 0.2623], [0.1949, 0.7090, 0.0856], [0.7213, 0.1105, 0.4239], [0.1597, 0.6257, 0.2541], [0.3438, -0.2228, 0.5827], [-0.7107, -0.0847, 0.7592], [-0.1660, 0.0600, 0.5218], [0.4146, -0.1585, -0.7166], [-0.1984, 0.2682, 0.2149], [-0.0450, -0.6694, 0.2517], [-0.2656, -0.3668, -0.5378], [-0.7332, 0.0109, -0.1021], [0.3510, -0.1789, -0.5741], [0.6517, 0.3939, 0.2704], [-0.2683, 0.2512, 0.4478], [0.4783, 0.4255, 0.0457], [0.2345, -0.0203, -0.7592], [0.3842, 0.3996, -0.4540], [-0.1582, -0.1106, 0.3146], [-0.2314, -0.1600, 0.1159], [-0.0916, -0.2630, 0.2355], [-1.3081, -0.9043, 0.7329], [0.5338, 0.3456, -0.0690], [0.4210, 0.3447, -0.3229], [0.6018, 0.1765, -0.0601]],
  "total_charge": 0,
  "total_energy_ev": -65538.9026,
  "fmax_ev_per_a": 3.661,
  "homo_lumo_gap_ev": 5.998,
  "molar_mass_g_mol": 419.384
}

(4)
{
  "formula": "C9H21I2O2P2Yb",
  "method": "the ωB97M-V functional and the def2-TZVPD basis",
  "elements": ["I", "I", "Yb", "P", "C", "C", "H", "H", "H", "H", "H", "H", "C", "H", "H", "H", "P", "C", "C", "H", "H", "H", "C", "H", "H", "H", "H", "H", "H", "C", "O", "C", "C", "O", "H", "H", "H"],
  "positions_angstrom": [[-0.5188, 2.4576, 0.3850], [-1.1733, 0.3553, -1.5688], [2.2062, -1.4239, 1.9755], [2.6542, 0.2050, -0.3643], [2.4685, 1.7674, -1.2663], [4.2366, 0.6133, 0.4428], [4.8429, 1.0477, -0.3668], [4.2259, -0.1909, -2.1174], [4.7624, -0.2705, 0.8572], [3.5778, -1.7501, -1.5033], [2.0891, 2.5331, -0.5859], [4.0777, 1.3785, 1.2255], [3.3275, -0.7168, -1.7766], [3.4371, 2.1012, -1.6864], [2.5744, -0.7164, -2.5663], [1.7400, 1.6067, -2.0715], [-0.6056, -1.3249, 1.6319], [-2.1919, -0.5043, 1.9614], [-1.4169, -2.8689, 1.0688], [0.5013, -2.6528, 3.4582], [-1.1934, -2.1743, 3.7357], [0.0730, -0.9365, 3.9238], [-0.2328, -1.8241, 3.3528], [-0.6740, -3.6381, 0.9305], [-2.1488, -3.1381, 1.8372], [-2.7375, -1.1317, 2.6740], [-2.7594, -0.4510, 1.0149], [-1.9272, -2.6157, 0.1329], [-2.0078, 0.5094, 2.3449], [-1.8363, 3.8875, -1.3123], [-1.6452, 4.7396, -2.0501], [-3.9947, 1.2786, -2.4819], [-3.3425, 0.0777, -1.8963], [-3.8226, -0.9454, -1.4472], [-3.5261, 1.6628, -3.3914], [-4.0308, 2.1154, -1.7709], [-5.0091, 0.9374, -2.7294]],
  "forces_ev_per_a": [[1.5615, -0.2933, 2.7734], [0.0984, -0.7075, -0.9653], [-0.5467, 0.6392, -0.4884], [0.7283, 0.1325, -0.6346], [-0.5073, 0.6417, 0.1613], [0.2820, 0.1936, 0.4977], [0.2115, -0.1755, 0.5854], [-0.1609, -0.2102, -0.0853], [-0.0005, 0.3730, -0.1057], [0.0227, 0.1611, -0.2979], [0.1171, -0.0065, -0.3429], [0.2622, -0.3139, -0.2489], [-0.0027, -0.6553, 0.1144], [-0.4281, -0.4277, 0.1620], [0.1253, -0.1881, -0.0467], [0.1663, 0.2529, 0.1593], [-0.8172, -0.6923, -0.4606], [0.1284, 1.1259, -0.1909], [0.3353, 0.5044, -0.0446], [-0.2770, 0.1439, 0.1525], [0.3744, -0.1893, 0.4851], [0.0076, -0.2150, 0.2450], [0.1748, -0.0170, 0.3038], [-0.0606, -0.5621, -0.2349], [0.1068, -0.2010, -0.2610], [0.0272, 0.2487, -0.0881], [0.2710, 0.0560, 0.4882], [0.1047, -0.3575, 0.0837], [-0.4149, -0.3197, -0.0442], [-1.5872, 2.4715, -3.1120], [0.1594, -1.3577, 1.4525], [-0.7714, -0.1688, -0.5069], [-1.6696, -2.6892, 1.6660], [1.5372, 3.1500, -1.5405], [0.2354, -0.2966, 0.1739], [0.0960, -0.3875, 0.0859], [0.1107, 0.3374, 0.1093]],
  "s_squared": 0.7548,
  "total_charge": 2,
  "total_energy_ev": -80059.1687,
  "spin_multiplicity": 2,
  "fmax_ev_per_a": 4.279,
  "e_above_lowest_kcal_mol": 39.2,
  "homo_lumo_gap_ev": [5.422, 5.358],
  "molar_mass_g_mol": 650.061
}